The following is a quantum chemistry calculation of a 36-piece molecular cluster, CH69ClO37 overall at a distorted geometry, from OMol25.

Atoms and positions in Å:
O  -0.54  0.16  -0.60
C  0.80  -0.27  -0.47
O  1.05  -0.44  0.77
O  1.45  -0.32  -1.52
H  -0.63  0.54  -1.57
Cl  4.41  -2.72  0.05
O  -3.26  5.05  -2.32
H  -3.92  4.39  -2.12
H  -2.68  4.90  -1.54
O  4.89  2.14  2.14
H  4.56  1.60  2.82
H  4.91  1.61  1.30
O  -5.06  -4.05  4.63
H  -4.08  -3.89  4.59
H  -5.49  -3.44  4.02
O  3.81  3.88  -0.63
H  4.28  3.42  0.10
H  3.85  3.27  -1.38
O  2.99  1.99  -2.51
H  3.62  1.44  -3.05
H  2.34  1.36  -2.20
O  0.91  -0.37  -4.77
H  0.85  -1.34  -4.63
H  1.46  -0.21  -4.00
O  5.24  0.33  -0.61
H  4.41  0.51  -1.07
H  5.05  -0.59  -0.24
O  -2.19  -2.78  3.70
H  -1.67  -2.71  4.49
H  -2.48  -1.88  3.43
O  -3.38  -1.01  -3.78
H  -2.80  -1.80  -3.66
H  -2.68  -0.34  -3.71
O  -0.87  -4.07  -0.97
H  -1.41  -3.39  -0.58
H  -0.01  -3.70  -0.72
O  -1.34  3.75  -3.93
H  -2.02  4.23  -3.43
H  -0.44  4.04  -3.83
O  -1.32  4.54  0.06
H  -1.16  3.75  0.54
H  -0.41  4.82  -0.22
O  2.99  -1.50  2.53
H  2.36  -1.27  1.81
H  3.59  -2.06  2.04
O  3.05  -2.25  -2.86
H  3.50  -2.64  -2.07
H  2.34  -1.76  -2.41
O  3.74  0.82  4.23
H  3.44  -0.04  3.77
H  2.84  1.16  4.41
O  1.73  -2.68  5.09
H  1.34  -2.91  4.21
H  2.53  -2.23  4.78
O  -3.11  0.44  2.42
H  -2.31  0.99  2.22
H  -3.50  0.83  3.18
O  -4.96  2.75  -0.89
H  -4.88  3.14  -0.02
H  -4.92  1.77  -0.88
O  -4.64  3.13  2.42
H  -4.07  3.93  2.46
H  -4.07  2.46  2.10
O  1.14  5.36  -1.23
H  2.00  5.10  -0.94
H  1.20  5.24  -2.20
O  0.46  -3.11  -4.63
H  1.12  -3.35  -3.98
H  -0.39  -3.53  -4.35
O  -4.77  -3.29  0.67
H  -3.98  -3.65  1.07
H  -4.98  -2.36  0.95
O  -1.97  -3.58  -3.49
H  -2.67  -4.21  -3.69
H  -1.52  -3.82  -2.67
O  1.71  1.95  2.12
H  2.48  2.54  2.07
H  1.80  1.22  1.47
O  -1.98  -2.52  0.80
H  -1.42  -2.59  1.58
H  -2.36  -1.62  0.89
O  -0.03  -0.41  3.78
H  0.50  0.05  3.14
H  0.36  -1.25  3.98
O  4.71  0.21  -3.53
H  4.26  -0.62  -3.53
H  5.32  0.24  -2.80
O  -0.82  2.05  1.52
H  -0.74  1.51  0.71
H  0.13  2.27  1.76
O  -0.66  -1.71  6.48
H  0.13  -2.23  6.31
H  -0.61  -0.95  5.91
O  -4.99  0.11  -1.70
H  -5.62  -0.54  -1.43
H  -4.55  -0.24  -2.46
O  1.81  4.11  -3.96
H  2.44  4.53  -4.54
H  2.30  3.30  -3.51
O  -1.08  0.90  -3.32
H  -0.61  0.46  -4.09
H  -1.09  1.83  -3.55
O  0.37  -4.50  2.97
H  -0.54  -4.15  2.86
H  0.76  -4.01  2.17
O  1.27  -3.50  0.41
H  2.14  -3.14  0.18
H  0.97  -2.59  0.65

Values from the calculation:
- total charge = -2
- E_tot (a.u.) = -3323.98682

Mulliken population analysis, charges in e, atoms 1 to 2: -0.01, 0.11